Version w
{"formula": "C5H13NO2", "method": "the ωB97M-V functional and the def2-TZVPD basis", "species": ["O", "O", "N", "C", "C", "C", "C", "C", "H", "H", "H", "H", "H", "H", "H", "H", "H", "H", "H", "H", "H"], "coordinates": [[0.46, 0.65, -1.77], [-0.88, 0.65, 1.43], [-0.10, -1.49, -1.27], [0.77, -1.09, 1.40], [-1.82, 0.34, -0.90], [-0.21, -0.13, -0.81], [1.39, 1.23, 0.71], [0.31, 0.16, 0.64], [1.61, -1.58, 0.90], [1.05, 2.16, 0.25], [-0.99, 1.62, 1.40], [2.31, 0.91, 0.21], [1.20, 0.09, -2.05], [1.63, 1.47, 1.75], [-0.05, -1.81, 1.50], [-0.57, -1.56, -2.17], [-2.21, -0.11, -1.82], [-0.62, -2.11, -0.65], [1.07, -0.84, 2.42], [-1.80, 1.42, -1.01], [-2.55, 0.01, -0.16]], "homo_lumo_gap_ev": 10.260, "smiles": "CC(C)(O)[C@](C)(N)O"}

Version x
{"formula": "C5H13NO2", "method": "the ωB97M-V functional and the def2-TZVPD basis", "species": ["O", "O", "N", "C", "C", "C", "C", "C", "H", "H", "H", "H", "H", "H", "H", "H", "H", "H", "H", "H", "H"], "coordinates": [[2.33, 0.76, -0.47], [-2.71, -0.43, 1.07], [-1.32, -2.19, 1.18], [-0.69, 1.52, 1.00], [-1.56, -0.87, 1.10], [1.93, 0.06, -1.65], [-0.33, 0.01, 1.01], [1.60, 1.01, -2.80], [2.50, 0.03, 0.19], [0.25, 2.06, 0.77], [0.31, -0.19, 1.89], [-0.42, -2.54, 1.26], [0.11, -0.29, 0.06], [2.76, -0.60, -1.97], [1.35, 0.44, -3.73], [1.08, -0.65, -1.52], [0.76, 1.59, -2.53], [-2.07, -2.82, 1.24], [2.40, 1.69, -2.95], [-1.37, 1.73, 0.19], [-1.00, 1.84, 2.00]], "homo_lumo_gap_ev": 10.129, "smiles": "CCC(N)=O.CCO"}

Version y
{"formula": "C5H13NO2", "method": "the ωB97M-V functional and the def2-TZVPD basis", "species": ["O", "O", "N", "C", "C", "C", "C", "C", "H", "H", "H", "H", "H", "H", "H", "H", "H", "H", "H", "H", "H"], "coordinates": [[-0.39, -1.13, -4.04], [1.35, -2.05, 0.66], [-0.66, 0.78, 0.22], [0.63, 0.25, 0.55], [-0.65, 2.26, 0.11], [0.66, -1.21, 0.13], [-1.77, 0.29, 1.02], [1.10, 0.44, 2.00], [1.96, -0.20, 2.20], [0.26, -0.43, -4.23], [-0.58, 2.50, -0.95], [-1.57, 0.30, 2.09], [1.35, 1.48, 2.23], [0.14, 2.78, 0.64], [0.34, 0.13, 2.73], [-2.66, 0.81, 0.71], [1.38, 0.78, -0.04], [0.09, -1.45, -0.78], [-1.62, 2.64, 0.43], [-1.98, -0.77, 0.82], [-1.12, -0.59, -3.69]], "homo_lumo_gap_ev": 9.365, "smiles": "C[C@@H](C=O)N(C)C.O"}

Version z
{"formula": "C5H13NO2", "method": "the ωB97M-V functional and the def2-TZVPD basis", "species": ["O", "O", "N", "C", "C", "C", "C", "C", "H", "H", "H", "H", "H", "H", "H", "H", "H", "H", "H", "H", "H"], "coordinates": [[2.83, 0.73, 1.66], [0.22, 1.86, -0.15], [2.70, 0.79, 0.22], [-2.17, 0.39, -0.88], [-1.36, -1.59, 0.46], [-1.00, -0.50, -0.54], [1.37, -0.27, -0.15], [0.25, 0.56, 0.26], [-2.17, -2.22, 0.07], [-1.88, 1.16, -1.60], [-0.64, -0.97, -1.46], [2.44, 1.57, 1.95], [1.54, -1.13, 0.49], [1.49, -0.45, -1.22], [0.57, 1.92, -1.05], [-0.52, -2.24, 0.67], [-1.71, -1.15, 1.39], [3.53, 0.28, -0.11], [0.03, 0.55, 1.33], [-2.98, -0.17, -1.34], [-2.56, 0.88, 0.02]], "homo_lumo_gap_ev": 9.639, "smiles": "CC(C)[C@H](O)CNO"}

Which is the most stable structure? version x is the most stable.

Version w
{"formula": "C5H13NO2", "method": "the ωB97M-V functional and the def2-TZVPD basis", "species": ["O", "O", "N", "C", "C", "C", "C", "C", "H", "H", "H", "H", "H", "H", "H", "H", "H", "H", "H", "H", "H"], "coordinates": [[-1.47, 1.32, -2.08], [-0.01, -3.69, -1.17], [0.68, 1.21, -1.28], [-0.29, 1.57, -2.15], [-0.97, 0.70, 0.60], [1.12, -0.68, 0.21], [0.48, 0.73, 0.10], [-0.97, 0.56, 2.12], [-0.25, -2.76, -1.07], [-1.51, 1.61, 0.36], [1.21, -1.27, -0.68], [0.14, 2.16, -2.96], [1.07, 1.36, 0.76], [1.64, 1.44, -1.47], [-1.41, -0.15, 0.12], [0.59, -1.20, 1.00], [0.84, -3.77, -0.71], [-0.45, 1.38, 2.60], [2.12, -0.58, 0.66], [-0.59, -0.41, 2.46], [-1.96, 0.48, 2.58]], "homo_lumo_gap_ev": 10.403, "smiles": "CC[C@@H](C)NC=O.O"}

Version x
{"formula": "C5H13NO2", "method": "the ωB97M-V functional and the def2-TZVPD basis", "species": ["O", "O", "N", "C", "C", "C", "C", "C", "H", "H", "H", "H", "H", "H", "H", "H", "H", "H", "H", "H", "H"], "coordinates": [[0.03, 2.88, 1.15], [-0.62, -2.39, 1.24], [-0.91, -0.85, -0.63], [0.47, -0.36, -0.71], [0.52, 1.19, -0.54], [-1.37, -1.34, 0.64], [0.73, 1.67, 0.90], [1.10, -0.78, -2.03], [-0.41, 1.56, -0.95], [0.92, -1.84, -2.20], [1.76, 1.97, 1.04], [-0.92, 2.73, 1.17], [-2.35, -1.73, 0.49], [0.52, 0.94, 1.67], [1.12, -0.73, 0.09], [0.32, -2.24, 1.07], [-1.04, -1.54, -1.37], [-1.43, -0.49, 1.33], [2.19, -0.66, -2.02], [0.70, -0.20, -2.86], [1.35, 1.54, -1.13]], "homo_lumo_gap_ev": 10.280, "smiles": "C[C@@H](CCO)NCO"}

Which is the most stable structure? version w is the most stable.

Version w
{"formula": "C5H13NO2", "method": "the ωB97M-V functional and the def2-TZVPD basis", "species": ["O", "O", "N", "C", "C", "C", "C", "C", "H", "H", "H", "H", "H", "H", "H", "H", "H", "H", "H", "H", "H"], "coordinates": [[2.54, 2.33, -1.01], [1.98, -0.92, -1.17], [-1.52, -3.13, -0.88], [-0.98, -2.12, -0.11], [-0.81, 1.40, 0.85], [-0.46, 0.15, 0.59], [-0.01, 2.35, 1.69], [-1.24, -0.81, -0.20], [0.86, 1.82, 2.08], [2.16, 2.68, -1.82], [-0.59, 2.76, 2.51], [1.25, -1.07, -0.57], [-2.12, -0.46, -0.73], [-1.51, -4.04, -0.45], [-1.76, 1.79, 0.46], [1.96, -1.70, -1.75], [-2.34, -2.95, -1.44], [-0.22, -2.51, 0.56], [0.33, 3.21, 1.10], [2.06, 1.52, -0.76], [0.41, -0.30, 1.05]], "homo_lumo_gap_ev": 8.624, "smiles": "C/C=C/C=C/N.O.O"}

Version x
{"formula": "C5H13NO2", "method": "the ωB97M-V functional and the def2-TZVPD basis", "species": ["O", "O", "N", "C", "C", "C", "C", "C", "H", "H", "H", "H", "H", "H", "H", "H", "H", "H", "H", "H", "H"], "coordinates": [[1.29, -0.37, -2.75], [-2.35, -0.65, 1.14], [0.33, -2.11, -0.04], [1.21, 0.27, -0.09], [0.56, 1.18, 0.93], [0.22, -0.82, -0.70], [0.44, -1.00, -2.18], [-0.38, 2.19, 0.27], [-0.22, -2.22, 0.80], [2.00, -0.18, 0.51], [1.32, 1.66, 1.59], [-0.13, -1.80, -2.70], [-0.88, 1.72, -0.54], [-0.08, 0.55, 1.64], [1.71, 0.87, -0.84], [-0.73, -0.38, -0.24], [-2.09, -1.06, 0.32], [-1.05, 2.61, 1.00], [-2.67, -1.15, 1.90], [1.31, -2.38, 0.08], [0.19, 3.08, -0.09]], "homo_lumo_gap_ev": 9.940, "smiles": "CCC[C@H](N)C=O.O"}

Which is the most stable structure? version w is the most stable.

Version w
{"formula": "CH2N4O", "method": "the ωB97M-V functional and the def2-TZVPD basis", "species": ["O", "N", "N", "N", "N", "C", "H", "H"], "coordinates": [[-1.47, -0.61, -0.92], [1.02, 1.49, 0.05], [0.53, -0.60, 0.46], [-0.12, 1.22, -0.64], [1.47, 0.47, 0.63], [-0.42, -0.01, -0.36], [0.49, -0.41, 1.50], [-1.50, -1.55, -0.71]], "homo_lumo_gap_ev": 11.106, "smiles": "Oc1nnn[nH]1"}

Version x
{"formula": "CH2N4O", "method": "the ωB97M-V functional and the def2-TZVPD basis", "species": ["O", "N", "N", "N", "N", "C", "H", "H"], "coordinates": [[-0.09, 1.26, 0.34], [-1.61, -0.01, 1.34], [0.79, -0.34, -1.07], [-0.68, -0.81, 0.59], [-1.30, 1.17, 1.07], [0.02, 0.04, 0.00], [1.32, -1.48, -0.73], [1.54, 0.18, -1.53]], "homo_lumo_gap_ev": 10.586}

Which is the most stable structure? version w is the most stable.